# 1
The following is a DFT calculation (the ωB97M-V functional and the def2-TZVPD basis) of a molecular structure, C34H39N11O3Zn.

```
88
Properties=species:S:1:pos:R:3:forces:R:3:lowdin_charge:R:1
Zn -0.19335 -0.00648 1.08376 -0.3 0.2 0.2 0.667
C 3.01949 4.64213 1.01954 0.0 0.1 0.1 -0.049
N 2.23361 3.43792 0.70210 0.0 0.1 0.1 -0.096
C 1.48046 2.68884 1.50385 0.1 0.1 -0.1 -0.089
N 0.93253 1.70885 0.79547 0.2 0.0 -0.3 0.029
C 1.41095 1.92581 -0.47202 0.0 -0.1 0.1 -0.172
N 2.20034 2.96374 -0.55984 -0.1 -0.1 0.2 0.153
C 2.34147 5.50182 2.05522 -0.1 0.0 0.0 -0.221
C 3.02210 5.96743 3.17160 0.1 0.0 0.0 -0.022
C 2.38989 6.82758 4.06339 0.0 0.0 0.1 -0.040
C 1.07158 7.20372 3.86758 0.0 0.0 0.0 0.006
C 0.37676 6.71233 2.76429 0.1 -0.1 -0.1 -0.125
C 1.02050 5.88022 1.85581 -0.1 0.0 0.0 0.017
C -1.03227 7.03332 2.55145 -0.3 0.1 0.0 -0.289
N -1.78112 7.91773 3.10976 0.1 0.0 0.0 0.138
N -3.04979 7.76168 2.57172 -0.1 0.0 0.0 0.137
C -2.97950 6.78930 1.72953 0.2 0.2 0.2 -0.282
O -1.72394 6.27989 1.65929 0.1 -0.3 -0.2 0.107
C -4.02604 6.15399 0.93251 0.1 -0.1 -0.1 -0.125
C -5.33148 6.64010 0.93395 0.0 0.1 0.1 0.006
C -6.30605 5.97135 0.21333 -0.1 0.0 0.0 -0.037
C -5.99922 4.81002 -0.48693 0.0 0.0 -0.1 -0.017
C -4.69956 4.32833 -0.49271 0.1 -0.1 0.0 -0.211
C -4.33198 3.04949 -1.21163 -0.1 0.1 0.1 -0.046
N -3.58074 2.15101 -0.31779 -0.1 0.1 -0.1 -0.099
C -2.36385 1.63802 -0.47110 0.0 0.0 -0.1 -0.099
N -2.02909 0.95829 0.61878 -0.2 -0.2 0.3 0.029
C -3.12928 1.10226 1.41862 0.0 0.0 0.0 -0.190
N -4.08341 1.81853 0.88634 0.2 -0.1 -0.1 0.162
C -3.71472 5.01336 0.20147 0.0 0.0 0.1 0.019
H 3.11563 5.17601 0.07839 0.0 0.0 -0.1 0.140
H 4.01758 4.34669 1.33711 0.0 -0.1 0.0 0.133
H 1.34493 2.87958 2.55779 0.0 0.0 -0.1 0.154
H 1.17523 1.29123 -1.31443 0.0 0.1 0.0 0.124
H 4.05502 5.67896 3.33974 -0.1 0.0 0.0 0.120
H 2.93352 7.20233 4.92165 0.0 0.0 0.0 0.118
H 0.56766 7.86863 4.55809 0.0 0.0 0.0 0.128
H 0.48145 5.54011 0.97834 0.0 0.0 0.0 0.129
H -5.56554 7.52870 1.50786 0.0 0.0 0.0 0.127
H -7.32232 6.34453 0.20910 0.0 0.0 0.0 0.119
H -6.77939 4.27987 -1.02299 0.0 0.0 0.0 0.122
H -3.68960 3.25032 -2.06646 0.1 -0.1 -0.1 0.137
H -5.22197 2.52966 -1.55733 0.0 -0.1 0.0 0.134
H -1.75726 1.75861 -1.35613 -0.1 0.0 0.0 0.149
H -3.21828 0.69011 2.41291 0.0 0.0 -0.1 0.102
H -2.69455 4.64457 0.20738 0.0 0.0 0.0 0.120
N 0.34739 -3.21087 1.57928 -0.8 -0.4 0.0 0.214
C -0.08974 -3.78029 2.90638 -0.3 0.0 0.1 -0.243
C 0.05446 -2.75366 4.02976 0.2 0.1 -0.1 -0.085
C -0.95336 -1.59907 4.04064 0.0 -0.3 -0.1 -0.303
N -0.50411 -0.46063 3.16414 -0.1 0.2 -0.1 0.047
C -2.37633 -2.11672 3.78994 0.1 0.1 -0.2 -0.091
C -2.55629 -3.13662 2.65943 0.2 0.1 0.0 -0.346
N -2.39535 -2.51189 1.33134 0.3 0.0 0.1 0.055
C -1.53932 -4.27828 2.81392 0.1 0.2 -0.2 -0.086
H 1.11143 -2.52872 1.64630 0.1 0.2 0.2 0.087
H -0.46986 -2.69457 1.16920 0.2 -0.1 0.0 0.094
H 0.61441 -3.93666 0.91757 0.0 -0.1 0.0 0.176
H 0.57125 -4.61542 3.12616 0.1 0.0 0.0 0.156
H 1.08011 -2.37049 4.06980 -0.1 0.0 0.0 0.128
H -0.10062 -3.30222 4.96026 0.0 -0.1 0.0 0.142
H -0.94216 -1.20294 5.05570 0.0 0.0 0.1 0.148
H 0.46336 -0.27392 3.43347 -0.1 0.0 0.0 0.087
H -1.02245 0.36282 3.46931 0.0 -0.1 0.1 0.098
H -3.07502 -1.28382 3.67026 0.0 0.0 0.0 0.113
H -2.67953 -2.62291 4.70966 0.0 0.1 0.0 0.138
H -3.55873 -3.55366 2.75949 -0.1 -0.1 0.1 0.146
H -3.02533 -1.72512 1.22269 0.0 0.1 0.0 0.075
H -2.66363 -3.17218 0.60656 0.0 0.0 0.0 0.108
H -1.64614 -4.99803 1.99557 0.0 0.0 0.0 0.132
H -1.76738 -4.81572 3.73508 0.1 -0.1 0.0 0.138
C 4.11611 -0.70689 1.35502 0.1 -0.1 -0.1 0.013
C 2.72716 -1.04584 0.89716 0.3 0.2 -0.3 -0.360
O 1.80353 -0.95511 1.73913 0.2 0.1 0.2 -0.099
C 2.48487 -1.44930 -0.46973 -0.2 0.0 0.1 -0.113
C 3.58744 -1.77371 -1.29942 0.1 0.0 0.0 -0.020
C 3.42415 -2.17179 -2.59556 0.0 0.0 -0.1 -0.060
C 2.12703 -2.23378 -3.12974 0.0 0.0 0.0 -0.036
C 1.03334 -1.90059 -2.36907 -0.1 -0.1 -0.1 -0.006
C 1.16376 -1.50887 -1.02235 0.2 0.1 0.1 -0.352
O 0.06872 -1.19419 -0.37121 -0.1 -0.2 -0.2 -0.191
H 4.08363 -0.34130 2.37681 0.0 0.0 0.0 0.092
H 4.56904 0.04206 0.70227 0.0 0.0 0.0 0.104
H 4.75506 -1.59207 1.32020 0.0 0.0 0.0 0.104
H 4.58895 -1.72159 -0.88927 -0.1 0.0 0.0 0.115
H 4.27958 -2.43186 -3.20313 0.0 0.0 0.0 0.116
H 1.98932 -2.54233 -4.15970 0.0 0.0 0.0 0.121
H 0.03185 -1.93127 -2.78470 0.1 0.0 0.0 0.123
```
Positions in Å, forces in eV/Å.

Output
- DFT total energy: -3926.03135 a.u.
- Orbital gap: 7.43 eV
- Maximum force: 0.9 eV/A
- LUMO level: -5.2 eV
- Net charge: +2



# 2
The following is a DFT calculation (the ωB97M-V functional and the def2-TZVPD basis) of a gas-phase ion, C2H6N3OS (charge +1).

```
13
Properties=species:S:1:pos:R:3:forces:R:3:nbo_charge:R:1
C 0.97192 -0.30713 -0.04295 3.7 -2.6 1.2 0.379
C 2.04013 0.70965 -0.27453 0.2 -0.9 1.6 -0.658
N -4.08607 -0.38993 0.16217 0.5 1.8 -0.4 -0.762
N -0.21071 0.29692 0.20403 -3.3 0.2 0.3 -0.237
N 1.20048 -1.51416 0.24729 -2.6 0.0 -0.1 -0.593
O -1.42662 -0.34193 -0.07772 -2.0 0.5 0.3 -0.441
S -2.95473 0.50631 -0.07682 2.6 -1.3 -0.2 1.409
H 3.05268 0.32029 -0.01133 -1.0 0.5 -0.3 0.260
H 1.73393 1.54107 0.32343 0.6 0.9 0.6 0.218
H 1.94221 1.00845 -1.25272 0.4 0.8 -2.5 0.233
H -4.11535 -1.24127 0.65194 -0.2 -1.9 0.6 0.451
H -0.28953 1.22803 -0.07470 0.1 1.8 -0.6 0.371
H 2.14165 -1.81630 0.22190 1.1 0.0 -0.4 0.369
```
Positions in Å, forces in eV/Å.

Output
- ΔE to the lowest compared entry with this formula, charge and spin: 150.1 kcal/mol
- DFT total energy: -717.04223 a.u.
- Orbital gap (alpha / beta): 5.59 / 6.36 eV
- Maximum force: 4.6 eV/A
- LUMO level (alpha / beta): -8.0 / -7.4 eV
- Net charge: +1



# 3
The following is a DFT calculation (the ωB97M-V functional and the def2-TZVPD basis) of a molecular structure, C3H4FO3Tb.

```
12
Properties=species:S:1:pos:R:3:forces:R:3:mulliken_spin:R:1
F 1.65832 1.71837 -2.35399 -0.9 -0.8 1.1 0.025
O 0.62770 -0.79130 0.64529 -0.7 0.0 0.7 -0.046
C -0.56977 -0.63841 1.10977 1.2 1.0 -3.7 -0.183
C 0.79260 0.33743 -0.60803 -0.1 0.5 -0.4 -0.014
O -1.11613 -1.47271 1.83754 0.1 -2.3 3.4 -0.007
O -1.25823 0.33025 0.55916 -0.7 -0.6 1.2 0.001
C -0.67121 0.78028 -0.68330 0.8 0.4 -0.4 0.003
Tb 0.03989 -3.13959 3.21941 -0.9 1.7 -1.6 7.222
H 1.05978 -0.35564 -1.41150 0.7 0.8 0.5 0.000
H 1.42743 1.06820 -0.09688 0.3 -0.7 -0.9 0.000
H -1.21132 0.29569 -1.50166 0.1 0.2 0.2 0.000
H -0.77906 1.86743 -0.71582 0.1 -0.3 -0.2 0.000
```
Positions in Å, forces in eV/Å.

Output
- ΔE to the lowest compared entry with this formula, charge and spin: 4.6 kcal/mol
- DFT total energy: -1266.32105 a.u.
- Orbital gap (alpha / beta): 3.90 / 2.46 eV
- Maximum force: 4.1 eV/A
- LUMO level (alpha / beta): -6.2 / -7.5 eV
- Net charge: +1
- Multiplicity: 8



# 4
The following is a DFT calculation (the ωB97M-V functional and the def2-TZVPD basis) of 3 unconnected molecules or ions with the total composition C18H37ClFN2O10PS2.

```
72
Properties=species:S:1:pos:R:3:forces:R:3:lowdin_charge:R:1
C -4.85485 -2.30212 -3.62332 0.0 -0.1 0.1 -0.106
C -4.09583 -1.35175 -2.68398 0.0 0.0 -0.2 -0.221
C -3.32932 -2.03331 -1.52869 -0.2 0.0 0.1 -0.219
N -1.92064 -1.67222 -1.38073 0.0 0.1 -0.1 -0.040
C -0.92796 -2.35522 -2.18495 0.2 -0.3 0.2 -0.496
P -0.49941 -4.14564 -1.62075 0.0 0.1 -0.2 0.677
O -1.57073 -5.10092 -2.38178 0.1 -0.1 0.2 -0.364
Cl -1.34357 -4.14229 0.25882 0.0 0.0 0.1 0.322
C -1.26502 -2.32465 -3.70247 0.5 -0.1 -0.1 -0.432
O -1.98722 -3.06298 -4.30791 -0.3 0.0 0.0 0.104
N -0.59326 -1.22908 -4.31695 -0.7 0.1 1.0 0.124
C 0.03232 -0.44538 -3.23169 -0.3 0.3 -0.1 -0.246
C 1.09472 0.52965 -3.73260 0.2 0.1 -0.6 -0.095
O 0.85241 1.81569 -3.14295 -0.1 -0.3 0.7 -0.018
C 1.86343 2.36257 -2.40348 0.0 0.3 -0.3 -0.536
C 1.40593 2.90674 -1.07958 -0.1 0.1 -0.1 0.024
O 2.98822 2.42592 -2.81259 0.1 -0.3 0.1 0.121
C 0.39560 -1.55086 -2.23467 0.0 -0.2 -0.3 -0.222
C 1.01970 -1.11549 -0.92098 -0.2 0.1 0.0 -0.317
C 2.48784 -0.71219 -1.01274 0.0 0.0 -0.2 0.005
F 0.93999 -2.20300 -0.04731 0.0 -0.1 0.1 -0.071
H -5.92056 -2.32868 -3.39199 0.0 0.0 0.0 0.068
H -4.74067 -2.01250 -4.66754 -0.1 0.0 0.0 0.070
H -4.47239 -3.31997 -3.54164 0.0 0.0 -0.1 0.059
H -4.80259 -0.63382 -2.26253 0.1 0.1 0.0 0.100
H -3.38585 -0.76016 -3.27200 0.0 0.0 0.1 0.089
H -3.80827 -1.78062 -0.57999 0.0 -0.1 0.0 0.115
H -3.41200 -3.11690 -1.61747 0.1 0.0 0.0 0.083
H -1.82266 -0.66645 -1.44766 0.0 0.0 0.1 0.108
H -2.45867 -5.09688 -2.00430 -0.1 0.1 -0.2 0.034
H -1.33069 -0.68894 -4.76366 0.4 -0.1 -0.6 0.142
H -0.74456 0.20222 -2.80492 0.2 0.1 0.2 0.145
H 0.99017 0.63224 -4.81341 0.0 0.0 0.0 0.134
H 2.11813 0.22427 -3.52592 0.0 0.0 -0.1 0.112
H 2.23205 2.82086 -0.37763 0.0 0.1 0.0 0.083
H 0.51578 2.39824 -0.71423 0.1 -0.1 0.0 0.081
H 1.15605 3.96421 -1.19165 0.1 0.0 0.0 0.096
H 1.08286 -2.22837 -2.76177 0.3 0.2 0.1 0.151
H 0.41695 -0.32268 -0.46830 0.0 0.0 0.1 0.145
H 2.89707 -0.88415 -2.00747 0.0 0.0 0.0 0.079
H 2.65299 0.33284 -0.75543 0.0 0.0 0.0 0.071
H 3.05375 -1.33993 -0.32612 0.0 0.1 0.1 0.093
O 2.57220 6.97293 -0.44390 0.0 0.0 0.0 -0.281
S 3.82262 6.38415 -0.06428 0.1 0.0 0.0 0.557
O 3.82789 5.05477 0.46794 -0.1 0.0 0.0 -0.281
O 4.56973 7.36259 0.93438 0.0 0.0 0.0 -0.264
C 3.81746 7.85190 2.07549 -0.1 0.1 0.1 -0.244
C 3.70839 6.82556 3.18087 0.0 -0.1 -0.1 -0.072
C 4.96720 6.48039 -1.39243 0.0 0.0 0.0 -0.116
H 2.83897 8.18681 1.73039 0.0 0.0 0.0 0.113
H 4.37696 8.72576 2.40174 0.1 0.0 0.0 0.122
H 3.08792 5.98220 2.88286 0.0 0.0 0.0 0.072
H 3.26240 7.29169 4.06007 0.0 0.0 0.0 0.082
H 4.69372 6.44343 3.44663 0.0 0.0 0.0 0.085
H 4.98058 7.49877 -1.77001 0.0 0.0 0.0 0.076
H 4.61318 5.78772 -2.15370 0.0 0.0 0.0 0.078
H 5.94552 6.17802 -1.02914 0.0 0.0 0.0 0.077
O -3.33921 -5.81676 5.66852 0.0 0.0 0.0 -0.277
S -3.23816 -4.38810 5.67607 0.1 0.0 0.0 0.559
O -3.75612 -3.64644 4.56793 0.0 0.0 0.0 -0.275
O -1.72795 -3.98212 5.93786 0.0 0.0 0.0 -0.267
C -0.71524 -4.60954 5.10604 0.2 -0.1 -0.1 -0.242
C -0.63473 -3.99585 3.72724 -0.1 0.1 0.0 -0.095
C -3.90705 -3.74361 7.16861 0.0 0.0 0.0 -0.124
H -0.91253 -5.68104 5.06453 -0.1 0.0 0.0 0.113
H 0.20822 -4.46087 5.66185 0.0 0.1 0.0 0.121
H -1.53102 -4.20696 3.14784 0.0 0.0 0.0 0.036
H 0.22359 -4.40312 3.19270 0.0 0.0 0.0 0.079
H -0.52553 -2.91337 3.79441 0.0 0.0 0.0 0.088
H -3.48268 -4.28902 8.00655 0.0 0.0 0.0 0.074
H -4.98303 -3.89394 7.11523 0.0 0.0 0.0 0.076
H -3.67249 -2.68421 7.22463 0.0 0.0 0.0 0.075
```
Positions in Å, forces in eV/Å.

Output
- SMILES: CCCN[C@@]1(P(O)Cl)C(=O)N[C@H](COC(C)=O)[C@H]1[C@H](C)F.CCOS(C)(=O)=O.CCOS(C)(=O)=O
- DFT total energy: -3267.77741 a.u.
- Orbital gap: 9.07 eV
- Maximum force: 1.2 eV/A
- LUMO level: 0.6 eV
- Net charge: 0